(1)
Computed, not measured: a 8-piece molecular cluster, C22H32Cl26FI2N3P overall, with wB97M-V/def2-TZVPD.

ORCA input file:
```
! wB97M-V def2-TZVPD RIJCOSX def2/J DEFGRID3
* xyz 1 1
Cl 11.85 1.50 5.14
H -4.84 -1.22 -3.74
Cl 5.56 -3.68 -1.85
H 1.69 -4.90 -3.01
H -3.57 -0.42 -2.27
H -1.05 -0.21 1.92
H -1.64 2.70 0.91
C -2.04 3.86 3.90
C 7.47 -2.85 4.37
C -2.73 0.88 0.15
C -4.04 -1.64 -4.39
Cl 4.08 7.42 -1.52
H -3.38 -4.18 -0.03
Cl 6.21 -3.99 0.96
H 0.03 1.84 -1.20
H 10.75 2.77 3.50
H 6.73 -3.35 3.75
H 0.69 -1.41 1.48
Cl -6.94 5.75 6.38
Cl -7.42 -0.66 -5.16
Cl 4.34 3.75 -1.59
H -9.22 -0.20 -3.73
C 1.68 -4.22 -2.13
C -8.42 -0.93 -3.73
C 0.01 -4.15 -0.18
H -2.42 -2.83 -3.33
N 0.77 1.15 1.05
C -3.05 -2.20 -0.69
H -6.08 5.56 4.21
C -6.66 4.91 4.86
Cl -7.47 -0.71 -2.25
C -2.66 -1.81 -3.66
H -4.35 -2.56 -4.91
Cl 1.53 8.78 -1.21
C 2.43 7.58 -2.14
H -0.83 -2.82 -2.07
H 2.72 -4.24 -1.73
Cl 0.82 -6.62 -0.92
Cl 3.73 -2.69 0.18
Cl -0.91 -5.07 1.02
H 5.94 -2.00 -0.25
Cl -5.74 3.43 5.13
Cl 2.07 1.96 -1.27
I -1.65 1.06 -3.44
Cl -9.14 -2.54 -3.76
H -3.58 0.77 -0.54
N -0.70 -2.04 -1.43
H -2.17 -1.33 1.57
F -3.29 0.77 1.46
Cl 10.91 0.64 2.53
C -1.55 -0.14 -0.08
Cl -1.00 4.59 5.12
Cl 8.61 -2.01 3.32
C 10.64 1.75 3.87
Cl 4.43 1.09 -2.74
C 0.78 -4.83 -1.05
H 1.44 -3.17 -2.39
I -1.14 -1.37 -5.19
H -3.89 -0.88 -5.19
C 0.02 -2.59 -0.26
P 0.14 0.72 -0.35
H 4.28 1.69 -0.48
H 1.10 -2.38 -0.47
H 0.92 2.16 1.02
Cl 1.61 6.01 -2.10
C 3.85 2.07 -1.40
C -3.16 -3.53 -0.91
Cl -8.19 4.56 4.05
H 1.01 -0.21 -0.99
N -1.33 -0.89 1.18
Cl -1.08 2.99 2.69
H -2.69 3.14 4.39
Cl -3.05 5.08 3.12
Cl 6.63 -1.71 5.43
C -2.32 2.40 0.06
C -2.51 -0.67 -2.52
Cl 9.01 1.57 4.52
H 2.49 7.91 -3.17
H -3.89 -1.70 -0.13
H -3.11 -4.06 -1.88
C 5.43 -2.96 -0.24
C -1.87 -1.24 -1.19
H -0.46 -2.66 1.93
H -3.28 2.96 0.22
H -1.94 2.68 -0.94
Cl 8.30 -4.09 5.33
C -0.24 -1.92 1.12
*
```

Orbital gap, eV: 7.4209
LUMO energy, eV: -3.134
Energy, eV: -381580.120


(2)
Computed, not measured: an isolated molecule of C5H7NO, with wB97M-V/def2-TZVPD.

ORCA input file:
```
! wB97M-V def2-TZVPD RIJCOSX def2/J DEFGRID3
* xyz 0 1
H 2.29 -0.48 0.94
H 0.60 -1.02 -0.67
C 1.64 -1.20 0.48
H 1.13 1.91 -0.24
C 0.31 1.21 -0.35
O -1.54 2.77 -0.63
C -1.02 1.68 -0.43
H -1.48 -1.55 0.15
H -2.83 0.62 -0.07
C 0.30 -0.20 0.01
H 1.28 -1.99 1.14
N -1.83 0.51 -0.15
H 2.24 -1.71 -0.31
C -1.09 -0.55 0.14
*
```

Orbital gap, eV: 7.1606
Relative energy (zero: lowest compared OMol25 entry of this formula, charge and spin), kJ/mol: 365.0
LUMO energy, eV: 0.140
Energy, eV: -8832.420


(3)
Computed, not measured: C3H3CrO2 as an isolated structure, with wB97M-V/def2-TZVPD.

ORCA input file:
```
! wB97M-V def2-TZVPD RIJCOSX def2/J DEFGRID3
* xyz 3 5
C -1.53 -0.22 -1.71
Cr 3.67 -2.09 0.24
H -2.42 -1.28 -0.93
H -2.71 -0.04 0.09
C -1.73 -0.40 -0.28
O 1.50 -1.58 0.12
C 0.38 -1.42 0.09
O -0.91 -0.31 -2.66
H -1.17 0.34 0.31
*
```

Orbital gap (alpha / beta), eV: 4.4216 / 6.5870
Relative energy (zero: lowest compared OMol25 entry of this formula, charge and spin), kJ/mol: 74.5
LUMO energy (alpha / beta), eV: -19.069 / -16.927
Energy, eV: -35633.078


(4)
Computed, not measured: C2H3FKO2 as an isolated structure, with wB97M-V/def2-TZVPD.

ORCA input file:
```
! wB97M-V def2-TZVPD RIJCOSX def2/J DEFGRID3
* xyz 0 2
O -3.06 0.46 -0.03
C -2.32 -0.29 0.49
H -1.70 0.55 2.32
C -1.22 0.00 1.48
K -0.81 -3.60 1.33
O -0.48 -1.10 1.91
H 0.42 -0.59 2.69
F -2.29 -1.60 0.10
H -0.57 0.75 0.99
*
```

Orbital gap (alpha / beta), eV: 3.3886 / 9.4301
Relative energy (zero: lowest compared OMol25 entry of this formula, charge and spin), kJ/mol: 0.0
LUMO energy (alpha / beta), eV: -0.579 / -0.426
Energy, eV: -25257.531


(5)
Computed, not measured: a 2-piece molecular cluster, C6H7NO2S overall, with wB97M-V/def2-TZVPD.

ORCA input file:
```
! wB97M-V def2-TZVPD RIJCOSX def2/J DEFGRID3
* xyz 0 1
H 3.81 1.30 -0.85
S -2.54 -2.04 0.30
H -1.26 -2.32 0.64
O -2.98 0.46 -0.21
H -3.32 0.88 2.18
N 1.98 1.72 0.01
C 0.40 0.04 -0.07
O -2.62 0.21 2.04
C 2.53 -0.40 -0.90
C 1.26 -0.86 -0.61
H -2.52 0.16 -1.06
H 1.05 -1.85 -1.15
H 3.11 -1.16 -1.47
H -0.01 1.92 0.63
C -2.43 -0.22 0.81
C 2.82 0.88 -0.64
C 0.72 1.28 0.33
*
```

Orbital gap, eV: 5.9703
Relative energy (zero: lowest compared OMol25 entry of this formula, charge and spin), kJ/mol: 566.1
LUMO energy, eV: -0.977
Energy, eV: -22750.035


(6)
Computed, not measured: a 2-piece molecular cluster, CHBrCl2S overall, with wB97M-V/def2-TZVPD.

ORCA input file:
```
! wB97M-V def2-TZVPD RIJCOSX def2/J DEFGRID3
* xyz 0 1
Br 1.90 -0.24 -3.33
Cl -1.06 -0.83 2.66
S -0.23 -0.13 0.04
H 2.62 -0.62 -2.12
C -1.07 0.21 1.37
Cl -2.15 1.61 1.38
*
```

Orbital gap, eV: 8.5259
Relative energy (zero: lowest compared OMol25 entry of this formula, charge and spin), kJ/mol: 23.2
SMILES string: S=C(Cl)Cl.Br
LUMO energy, eV: -0.945
Energy, eV: -106974.903


(7)
Computed, not measured: a 12-piece molecular cluster, H38N8O7S overall, with wB97M-V/def2-TZVPD.

ORCA input file:
```
! wB97M-V def2-TZVPD RIJCOSX def2/J DEFGRID3
* xyz 5 2
N 7.25 25.80 5.81
H 12.16 24.40 0.72
H 12.97 27.62 2.72
H 10.58 24.76 3.87
N 8.47 22.29 4.09
S 8.48 25.99 2.24
N 11.19 24.61 0.53
O 12.41 26.84 2.70
N 9.39 28.63 4.79
H 4.62 25.79 1.89
H 9.76 28.09 1.22
O 6.86 28.73 1.96
O 11.47 24.50 3.61
H 8.47 28.84 5.14
H 6.81 26.47 6.43
H 7.56 26.89 -0.43
H 7.18 22.32 1.36
H 7.48 27.28 -2.02
H 9.59 29.14 -0.06
H 7.05 24.86 6.11
N 4.85 25.63 2.86
O 8.84 24.63 2.28
H 11.86 25.30 3.26
N 10.18 28.44 0.37
O 9.62 26.87 2.56
H 6.09 27.25 -1.15
H 9.97 28.22 5.51
H 8.27 22.55 5.04
H 4.24 26.06 3.54
H 7.54 29.35 2.22
H 8.49 23.12 3.50
H 9.30 28.05 3.96
H 10.38 27.73 -0.33
H 5.83 25.81 2.99
H 9.38 21.87 4.00
O 8.02 26.29 0.89
H 11.09 28.84 0.55
N 7.59 23.01 0.75
H 8.29 22.57 0.16
H 4.76 24.62 2.83
H 7.81 21.59 3.79
H 10.67 24.73 1.40
H 9.72 29.56 4.57
H 7.24 28.43 -0.88
N 7.08 27.46 -1.12
H 8.09 23.74 1.24
H 11.53 27.18 2.56
H 7.16 26.06 4.84
H 11.10 25.45 -0.02
H 6.88 23.48 0.21
O 7.39 26.18 3.18
H 8.25 25.80 5.93
H 7.34 27.95 1.68
H 10.81 23.77 0.11
*
```

Orbital gap (alpha / beta), eV: 3.2402 / 9.9578
LUMO energy (alpha / beta), eV: -14.453 / -14.775
Energy, eV: -37647.177


(8)
Computed, not measured: C15H18BN4O3Ti as an isolated structure, with wB97M-V/def2-TZVPD.

ORCA input file:
```
! wB97M-V def2-TZVPD RIJCOSX def2/J DEFGRID3
* xyz 1 1
O -0.73 0.00 0.92
H -4.93 -2.70 -0.97
H 5.86 -0.90 -1.42
H -0.81 -0.89 3.38
H 4.78 0.00 2.78
H 7.29 0.00 -0.91
C 2.67 0.00 2.32
N -3.25 -1.34 -0.97
B -4.05 0.00 -0.97
N -1.94 1.53 -0.97
C -2.90 3.53 -0.97
C -3.86 -2.54 -0.97
H -0.71 3.30 -0.97
O 1.21 0.00 -1.03
C 2.03 0.00 -0.05
H -3.05 4.60 -0.97
C -1.70 -2.85 -0.97
H 2.44 0.00 3.38
H -3.05 -4.60 -0.97
N -3.25 1.34 -0.97
C -2.90 -3.53 -0.97
C 6.19 0.00 -0.90
H -4.76 0.00 0.00
O 5.77 0.00 0.46
C 0.20 0.00 1.73
C -0.21 0.00 3.19
H -0.67 0.00 -2.73
C 1.67 0.00 1.33
H -4.76 0.00 -1.93
C 4.03 0.00 2.00
C -1.70 2.85 -0.97
H -0.71 -3.30 -0.97
H -4.93 2.70 -0.97
C -3.86 2.54 -0.97
H 3.71 0.00 -1.37
H 5.86 0.90 -1.42
Ti -0.67 0.00 -0.97
H -0.81 0.89 3.38
N -1.94 -1.53 -0.97
C 4.42 0.00 0.67
H 0.60 0.00 3.91
C 3.43 0.00 -0.32
*
```

Orbital gap, eV: 7.2017
LUMO energy, eV: -4.791
Energy, eV: -51735.935


(9)
Computed, not measured: a 2-piece molecular cluster, CH6N2O overall, with wB97M-V/def2-TZVPD.

ORCA input file:
```
! wB97M-V def2-TZVPD RIJCOSX def2/J DEFGRID3
* xyz 0 1
C -0.59 -0.21 -1.73
H 1.77 0.05 0.67
N 1.30 -0.71 1.18
H 0.24 -0.45 -2.38
H -1.49 -0.10 -2.33
H -0.63 1.03 2.78
H -0.73 -1.00 -1.01
N 0.12 0.96 2.09
O 0.41 -0.30 1.96
H -0.39 0.72 -1.22
*
```

Orbital gap (alpha / beta), eV: 9.6440 / 9.9758
Relative energy (zero: lowest compared OMol25 entry of this formula, charge and spin), kJ/mol: 570.0
LUMO energy (alpha / beta), eV: -0.273 / -0.117
Energy, eV: -6156.588


(10)
Computed, not measured: a 2-piece molecular cluster, C6H10NO overall, with wB97M-V/def2-TZVPD.

ORCA input file:
```
! wB97M-V def2-TZVPD RIJCOSX def2/J DEFGRID3
* xyz 1 1
H -2.98 -1.31 -0.81
C -2.06 1.10 0.13
H -4.11 0.99 0.84
H 3.55 0.59 0.04
C -3.39 0.43 0.43
H 2.34 0.29 -1.86
H 3.25 -0.99 0.84
H -4.78 -1.09 -0.30
C 1.22 1.33 -0.68
C -3.73 -0.72 -0.20
H 0.88 -0.11 0.73
O -0.96 0.64 -0.13
C 2.97 0.07 0.82
H 0.97 -0.94 -1.51
N 1.68 0.16 0.18
H 2.97 0.71 1.81
H -2.21 2.12 0.11
C 1.46 0.00 -1.24
*
```

Orbital gap, eV: 9.0378
Relative energy (zero: lowest compared OMol25 entry of this formula, charge and spin), kJ/mol: 578.6
LUMO energy, eV: -5.085
Energy, eV: -9908.397


(11)
Computed, not measured: a 2-piece molecular cluster, C23H20N2O3 overall, with wB97M-V/def2-TZVPD.

ORCA input file:
```
! wB97M-V def2-TZVPD RIJCOSX def2/J DEFGRID3
* xyz 0 1
C -3.64 0.14 2.97
H 2.23 -1.85 2.96
C -0.46 -1.68 3.02
H 0.66 1.47 2.46
H -1.31 -4.48 -2.72
C 1.85 -2.24 -1.79
H 8.46 -2.42 -1.12
C -1.38 0.92 2.65
H -1.77 -1.03 -1.41
N 2.83 0.18 2.93
H -2.43 -3.51 -1.76
H 2.31 0.86 -0.41
C 1.85 -0.85 2.89
H 6.84 1.39 0.24
H 8.29 -2.76 0.64
C -1.64 -3.46 -2.52
H 4.43 1.70 -0.08
H -2.07 -3.05 -3.43
H 1.01 -3.99 -2.67
H 0.07 0.38 -0.61
C 0.28 -0.58 -1.05
H -0.11 -2.68 3.16
H 6.38 -2.82 -0.32
C -2.28 -0.12 2.89
C 8.70 -2.08 -0.12
O 2.49 1.37 3.00
C -0.51 -2.62 -2.05
C 6.20 0.54 0.05
H -1.75 1.91 2.51
C 1.62 -1.00 -1.15
C 4.61 -1.67 -0.42
C -0.75 -1.37 -1.49
H -2.51 -2.20 3.26
H 3.98 -2.54 -0.48
C 5.95 -1.83 -0.27
C -0.04 0.67 2.63
C 4.86 0.71 -0.13
C 6.80 -0.73 -0.05
O 4.03 -0.16 2.91
H 9.78 -2.03 0.00
H 2.86 -2.53 -2.02
C 4.01 -0.39 -0.42
C -1.80 -1.42 3.06
N -4.78 0.35 3.06
C 0.81 -3.03 -2.20
O 8.17 -0.79 0.08
C 0.48 -0.63 2.85
C 2.64 -0.14 -0.65
*
```

Orbital gap, eV: 3.5739
Relative energy (zero: lowest compared OMol25 entry of this formula, charge and spin), kJ/mol: 657.6
LUMO energy, eV: -2.768
Energy, eV: -33292.359


(12)
Computed, not measured: an isolated ion of composition C5H6NO and charge -1, with wB97M-V/def2-TZVPD.

ORCA input file:
```
! wB97M-V def2-TZVPD RIJCOSX def2/J DEFGRID3
* xyz -1 1
H 2.40 1.33 -0.86
C 0.73 0.60 0.17
C -2.20 0.46 -0.79
H 0.08 -1.20 1.18
C -1.58 -0.42 0.09
H -2.03 -1.33 0.30
H 0.49 1.49 0.77
C 1.86 0.45 -0.57
H 2.17 -0.38 -1.23
N -1.85 1.75 -0.96
H -3.16 0.11 -1.01
O -2.68 2.42 -1.64
C -0.30 -0.40 0.56
*
```

Orbital gap (alpha / beta), eV: 6.6350 / 6.6357
Relative energy (zero: lowest compared OMol25 entry of this formula, charge and spin), kJ/mol: 70.1
SMILES string: C=C/C=C\C=N\[O-]
LUMO energy (alpha / beta), eV: 4.238 / 4.238
Energy, eV: -8816.623